14
Properties=species:S:1:pos:R:3:forces:R:3:nbo_charge:R:1 method="wB97M-V/def2-TZVPD" relative_energy_kcal_mol=82.1 total_charge=0 energy_ev=-9843.71878 orbital_gap_ev="8.0 / 8.0" homo_energy_ev="-7.8 / -7.8"
O -0.69832 -1.20462 2.10403 0.09 0.09 0.18 -0.691
C -0.02512 -0.94445 0.92122 -0.04 0.05 -0.10 -0.047
C -0.78276 -0.97221 -0.35055 0.06 0.10 -0.05 0.029
N -0.30279 0.00232 -1.07657 -0.12 -0.31 0.07 -0.367
C 0.60515 0.85693 -0.46495 0.06 0.00 0.12 -0.324
C 0.68220 0.43433 0.88549 0.17 0.01 0.10 0.455
O 1.15449 0.91372 1.91335 -0.12 -0.08 -0.29 -0.624
H -0.26453 -0.61471 2.74682 -0.10 -0.06 0.05 0.496
H 0.81473 -1.65729 0.74926 -0.08 0.08 0.02 0.208
H -1.53274 -1.65118 -0.72265 0.16 -0.09 0.00 0.216
H -1.35448 2.80939 -1.96490 0.03 -0.02 -0.05 0.019
H -0.55317 0.04928 -2.05308 0.00 0.40 -0.06 0.424
H -0.81431 2.67941 -2.45811 -0.07 0.06 -0.02 -0.019
H 0.87565 1.79735 -0.92054 -0.03 -0.23 0.03 0.224


68
Properties=species:S:1:pos:R:3:forces:R:3:nbo_charge:R:1 method="wB97M-V/def2-TZVPD" relative_energy_kcal_mol=24.8 total_charge=0 spin_multiplicity=6 s2=8.752 energy_ev=-107249.02534 orbital_gap_ev="8.8 / 10.4" homo_energy_ev="-8.4 / -10.0"
Mn 0.20029 -0.14741 0.74674 -0.10 -0.48 -0.86 1.451
C -0.15948 3.66733 2.96991 -0.04 -0.74 -0.23 0.712
F -0.55023 4.49227 3.91485 -0.23 0.33 0.33 -0.297
F -0.42029 4.20401 1.78088 -0.11 0.21 -0.38 -0.322
F 1.15823 3.49932 3.06891 0.43 0.05 -0.08 -0.321
S -0.97021 2.02246 3.16271 -1.66 -1.20 1.25 2.338
O -0.35983 1.49897 4.36218 0.28 0.19 -0.20 -0.974
O -2.40781 2.23510 3.25630 1.35 0.29 -0.62 -0.943
O -0.57075 1.24058 1.97042 -0.68 1.49 0.56 -1.076
C 3.44479 -2.01961 -2.05261 -0.77 -0.48 0.49 0.721
F 2.91180 -1.89454 -3.26795 0.09 0.28 -0.07 -0.315
F 4.41179 -2.92550 -2.10798 0.10 0.02 0.01 -0.305
F 3.96632 -0.85070 -1.67795 0.06 0.16 0.00 -0.324
S 2.10243 -2.59583 -0.86390 -0.23 -1.34 -0.19 2.329
O 1.37099 -1.35728 -0.52019 0.27 -0.33 -1.03 -1.059
O 1.36903 -3.57939 -1.64822 0.30 1.28 0.41 -0.948
O 2.77505 -3.14056 0.29068 0.30 0.34 0.10 -0.977
C -0.63308 -0.30442 -2.94439 -0.70 0.59 0.24 -0.617
C 0.01882 0.92049 -2.34010 0.36 0.10 0.14 -0.073
C -0.20832 2.17475 -3.16839 -0.01 -0.03 -0.91 -0.071
O 0.74058 3.15787 -2.80785 -0.23 0.04 0.10 -0.541
C 0.67565 4.25244 -3.67605 -0.26 1.40 -0.35 -0.257
N -0.39959 1.16850 -0.93199 -0.32 0.76 -0.60 -0.879
H -1.71452 -0.11513 -2.91733 -0.05 -0.53 0.17 0.195
H -0.32072 -1.17421 -2.37194 -0.32 -0.19 -0.10 0.240
H -0.40481 -0.43900 -3.99967 0.39 0.04 0.05 0.228
H 1.08116 0.68736 -2.21619 0.11 0.40 -0.51 0.214
H -1.23280 2.58220 -3.09393 0.04 -0.16 0.62 0.167
H -0.16381 1.98260 -4.25440 0.52 -0.30 0.16 0.176
H 1.21277 5.11794 -3.28408 0.49 -0.45 0.23 0.198
H -0.32509 4.69000 -3.80791 -0.30 -0.59 0.17 0.167
H 1.04102 4.04142 -4.68386 0.18 -0.30 0.04 0.172
H -0.01490 2.09174 -0.72020 0.09 -0.15 0.24 0.386
H -1.40287 1.36319 -0.88787 0.01 -0.31 -0.10 0.372
C -1.64208 -3.41268 -0.04450 -0.22 0.00 -1.19 -0.639
C -2.40112 -2.09157 -0.24088 0.41 -0.85 0.84 -0.067
C -3.89287 -2.22637 0.04411 0.00 -0.42 -0.47 -0.073
O -4.48658 -0.99303 -0.31678 0.00 -0.01 -0.28 -0.551
C -5.75714 -1.14465 -0.89091 -1.44 -0.09 0.58 -0.251
N -1.77552 -1.06394 0.64104 -2.34 0.11 0.66 -0.887
H -1.64659 -3.98218 -0.97879 -0.34 -0.10 0.09 0.236
H -2.08361 -4.04190 0.72694 0.19 0.10 0.24 0.208
H -0.57382 -3.25385 0.07420 -0.02 0.14 0.52 0.236
H -2.34264 -1.75664 -1.27203 0.29 0.13 -0.03 0.209
H -4.14763 -2.53108 1.06958 0.30 0.45 0.22 0.175
H -4.31100 -3.05297 -0.54536 0.17 0.15 -0.34 0.184
H -6.26948 -0.18696 -0.98162 0.46 0.23 0.02 0.198
H -6.40578 -1.72617 -0.22117 0.07 -0.08 0.00 0.167
H -5.82612 -1.63240 -1.86841 0.70 -0.06 -0.06 0.170
H -2.48856 -0.31805 0.68096 0.57 0.35 -0.47 0.391
H -1.95453 -1.38025 1.60392 0.52 -0.41 -0.14 0.368
C 2.96713 -1.49970 3.76115 0.11 -0.10 0.45 -0.625
C 2.09604 -0.55668 2.94692 0.39 0.22 0.14 -0.080
C 2.89303 0.21901 1.87000 0.00 -1.48 -0.11 -0.068
O 1.99815 0.97627 1.06732 0.33 1.11 0.75 -0.591
C 2.61946 2.03824 0.34826 0.66 -0.98 -1.09 -0.246
N 0.94658 -1.32737 2.39915 0.43 -0.01 0.34 -0.893
H 3.69758 -0.95606 4.36514 0.19 -0.11 -0.25 0.220
H 3.43337 -2.29009 3.16826 0.21 0.31 -0.23 0.226
H 2.34779 -2.04286 4.48011 -0.15 0.21 0.03 0.217
H 1.74842 0.23807 3.61043 -0.59 -0.24 -0.01 0.236
H 3.42918 -0.45937 1.19459 0.08 -0.11 0.16 0.194
H 3.63544 0.80828 2.41275 -0.17 0.42 -0.19 0.195
H 1.91846 2.74181 -0.09626 -0.35 0.06 0.70 0.202
H 3.09295 1.58543 -0.53535 0.32 0.10 0.17 0.186
H 3.38652 2.50852 0.95865 -0.18 0.29 0.06 0.194
H 1.30271 -2.24958 2.14871 -0.03 0.07 -0.28 0.401
H 0.27064 -1.48621 3.14124 0.09 0.19 0.09 0.388


78
Properties=species:S:1:pos:R:3:forces:R:3:mulliken_charge:R:1 method="wB97M-V/def2-TZVPD" relative_energy_kcal_mol=4.8 total_charge=+3 spin_multiplicity=3 s2=2.224 energy_ev=-83743.56310 orbital_gap_ev="6.4 / 8.0" homo_energy_ev="-16.7 / -16.8"
V -0.72543 0.33772 -0.30254 1.49 -2.15 -0.81 0.824
P -0.46583 -0.56553 2.39621 0.29 0.10 1.47 0.721
P 1.02719 -3.55323 -0.77164 -0.67 0.26 -0.90 1.196
P -2.25845 1.92277 0.67613 -1.49 1.49 -0.06 1.326
H -1.28807 -3.09538 -3.15556 0.06 0.02 -0.27 0.098
C -1.40537 -2.26707 -3.85101 0.30 -0.36 -1.90 -0.383
C -0.37808 -1.64369 -4.43810 -0.86 -0.37 -0.77 -0.577
H 0.65863 -1.97952 -4.38366 -0.28 0.27 0.31 0.193
C -1.57707 -1.77087 3.22572 -0.22 -0.42 -0.43 -1.284
C 1.18900 -1.18764 2.99764 0.26 0.03 -0.54 -0.902
C -0.67233 0.79518 3.64680 0.16 0.36 -0.39 -1.367
C 1.19816 -4.21554 -2.41849 0.33 -0.50 -0.07 -1.233
C 2.39084 -2.44089 -0.41081 0.12 0.36 0.08 -0.728
C 0.73923 -4.82160 0.46140 -0.12 -0.12 0.36 -1.142
C -2.92662 2.82590 -0.74980 -0.22 0.04 -0.34 -1.179
C -1.79701 3.37015 1.70308 0.57 -0.11 0.06 -1.252
C -3.78205 1.32374 1.45295 0.02 -0.43 -0.02 -1.333
H -2.45104 -2.02529 -4.11918 0.83 -0.05 0.17 0.377
H -0.57742 -0.80434 -5.12824 0.20 -0.60 0.35 0.300
H -1.16753 -2.11156 4.19100 -0.03 0.30 -0.39 0.429
H -1.72454 -2.64368 2.58582 -0.02 -0.05 0.12 0.368
H -2.56475 -1.33146 3.40179 0.18 0.01 -0.07 0.398
H 1.19236 -1.27982 4.09698 -0.20 -0.06 -0.48 0.578
H 2.01457 -0.50955 2.72236 -0.43 -0.44 0.15 0.093
H 1.42027 -2.15818 2.53738 -0.11 0.13 0.28 0.206
H -1.70502 1.16559 3.65311 0.27 -0.18 0.05 0.432
H -0.01098 1.63717 3.40602 -0.17 -0.12 0.12 0.308
H -0.41453 0.44300 4.66011 -0.14 -0.06 -0.49 0.580
H 1.90494 -5.05356 -2.37695 -0.11 0.16 -0.34 0.452
H 1.56376 -3.41866 -3.07912 -0.04 -0.31 0.17 0.252
H 0.21862 -4.55631 -2.78356 0.39 -0.05 0.15 0.481
H 3.20325 -2.99165 0.06508 0.03 -0.06 -0.07 0.504
H 2.08381 -1.63453 0.26621 -0.03 -0.23 -0.10 -0.248
H 2.76021 -1.98029 -1.34068 -0.20 -0.25 0.27 0.439
H 1.26971 -5.74239 0.19233 -0.03 0.20 0.00 0.415
H -0.33844 -5.04263 0.50628 0.37 0.05 -0.01 0.418
H 1.08986 -4.50065 1.45295 -0.15 -0.06 -0.29 0.344
H -3.46588 3.71498 -0.40701 0.15 -0.11 -0.07 0.600
H -3.62181 2.18375 -1.30050 0.22 0.27 0.21 0.120
H -2.10451 3.11282 -1.41493 -0.28 0.16 0.05 0.391
H -2.45644 4.20931 1.43164 0.26 -0.37 0.14 0.445
H -0.75748 3.64018 1.47206 -0.25 0.15 0.20 0.320
H -1.89429 3.16154 2.77179 0.10 0.08 -0.22 0.415
H -4.55508 2.09095 1.37453 0.11 0.03 0.04 0.457
H -3.62372 1.08177 2.50055 -0.04 -0.03 0.08 0.420
H -4.12822 0.42825 0.93559 -0.07 -0.01 0.01 0.312
C -2.09909 -0.45595 -2.15988 -0.43 0.15 -0.04 1.211
C -3.15210 -1.39651 -1.88462 0.79 1.18 -0.22 -0.500
C -4.46664 -1.05829 -2.14905 0.01 -0.09 0.04 -1.003
C -4.73571 0.05286 -2.95507 0.17 0.21 -0.15 -0.278
C -3.70440 0.91245 -3.35214 0.59 0.62 0.24 -0.805
C -2.41264 0.76592 -2.84933 0.11 -1.24 0.03 -0.793
O -0.81101 -0.83772 -1.94742 -0.61 2.54 3.04 -0.669
H -0.15722 -2.81660 -0.99597 0.35 0.13 0.69 -0.189
H -2.82236 -2.41465 -1.74373 -0.30 -0.07 0.91 0.484
H -5.26421 -1.70096 -1.78841 0.03 -0.04 -0.43 0.534
H -5.74171 0.22741 -3.32823 0.12 -0.02 0.17 0.507
H -3.85123 1.77804 -4.00665 -0.41 -0.40 0.26 0.445
H -1.62877 1.50993 -3.04802 -0.30 -0.52 -0.15 0.736
O 1.20938 0.86669 -0.25873 -1.57 -0.68 -0.10 -0.049
C 2.11201 1.63601 0.16935 1.62 1.93 -0.97 -0.605
C 2.50033 1.74235 1.61595 -1.08 -0.11 -0.23 0.617
C 3.93254 1.32910 1.95134 -0.19 -0.12 0.24 -0.641
C 4.92438 2.42930 1.63809 0.45 -0.20 0.02 -1.025
C 5.02138 2.75694 0.15623 0.25 0.22 0.03 -0.648
C 3.75434 3.42347 -0.37399 0.64 -0.01 -0.18 -0.678
N 2.72590 2.43852 -0.71349 -1.29 -0.84 0.86 -0.077
H 2.29245 2.79294 1.87381 0.31 -0.15 0.19 0.800
H 1.76331 1.14179 2.15890 0.26 0.33 -0.16 -1.363
H 3.96311 1.08360 3.01962 0.03 0.13 -0.14 0.534
H 4.19297 0.40134 1.42298 -0.04 0.14 0.00 0.315
H 4.65295 3.33138 2.19024 0.03 0.03 0.08 0.337
H 5.89519 2.11058 2.00968 0.15 0.09 0.00 0.408
H 5.84907 3.44996 -0.01718 -0.07 -0.04 0.13 0.389
H 5.26228 1.85807 -0.42202 -0.11 0.09 -0.04 0.312
H 3.37764 4.12670 0.38435 -0.05 -0.07 -0.38 0.273
H 3.99490 3.96674 -1.29411 -0.28 -0.06 0.24 0.460
H 2.33654 2.42931 -1.65422 0.29 -0.08 0.19 0.374


15
Properties=species:S:1:pos:R:3:forces:R:3:nbo_charge:R:1 method="wB97M-V/def2-TZVPD" relative_energy_kcal_mol=3.5 total_charge=0 smiles=Cc1c[nH]c(N)c1 energy_ev=-8294.84558 orbital_gap_ev=8.8 homo_energy_ev=-7.7
C -2.38589 -0.19839 0.08290 -0.01 0.08 -0.03 -0.621
C -0.92456 0.13051 -0.01771 -0.17 -0.35 -0.30 -0.084
C -0.31998 1.32831 -0.30048 -0.15 -0.07 0.08 -0.095
N 1.04310 1.14062 -0.22530 -0.05 -0.22 0.12 -0.517
C 1.30861 -0.17156 0.07968 0.03 -0.01 -0.30 0.285
N 2.66489 -0.55643 0.25249 -0.17 -0.19 -0.07 -0.842
C 0.10487 -0.84406 0.16071 0.53 0.71 0.00 -0.349
H -2.63723 -1.08370 -0.51341 0.05 0.18 0.04 0.211
H -2.65826 -0.42978 1.12029 0.02 0.09 -0.16 0.213
H -3.01045 0.63105 -0.25533 0.02 -0.06 0.03 0.213
H -0.74700 2.28014 -0.59063 0.09 -0.15 0.20 0.208
H 1.74916 1.85439 -0.32010 -0.12 -0.19 0.09 0.415
H 2.74994 -1.31339 0.92100 -0.05 0.14 -0.08 0.376
H 3.10077 -0.85735 -0.61341 -0.09 0.07 0.06 0.369
H -0.03798 -1.91035 0.21929 0.07 -0.02 0.33 0.217


17
Properties=species:S:1:pos:R:3:forces:R:3:nbo_charge:R:1 method="wB97M-V/def2-TZVPD" relative_energy_kcal_mol=60.5 total_charge=+1 energy_ev=-18570.25118 orbital_gap_ev=9.8 homo_energy_ev=-13.1
C 1.40917 0.27630 -0.51854 2.16 1.55 1.51 0.028
C -2.33753 -0.28648 -0.62511 -0.65 -1.50 0.84 0.175
C -3.20685 0.23599 0.53207 5.67 -1.93 0.10 -0.665
N -1.05381 -0.37753 -0.74588 -1.75 0.44 0.03 -0.584
N 2.22234 -0.93857 0.63825 -2.39 0.74 0.08 -0.831
N 2.34412 1.31252 -0.64448 -0.89 -0.06 0.59 -0.815
S -0.10343 0.50996 0.37418 -0.08 0.54 -0.65 0.417
H 2.93250 -1.31157 0.06536 1.35 -0.79 0.08 0.416
H 1.35385 -0.33217 -1.39149 -0.37 -0.55 -0.43 0.245
H -2.97841 -0.99771 -1.18135 0.99 0.49 -0.81 0.202
H -3.45347 -0.74773 0.97728 0.50 0.49 0.70 0.252
H -4.12057 0.53462 0.24556 -2.93 2.14 -1.10 0.247
H -2.45896 0.86680 1.08308 -1.86 -0.18 0.38 0.217
H 2.44844 -0.44541 1.49489 0.86 0.18 -0.30 0.421
H 1.50098 -1.59345 0.93681 0.29 -0.43 -0.52 0.423
H 3.16310 1.16265 -1.26138 -1.01 0.40 0.77 0.423
H 2.33853 2.13179 0.02077 0.09 -1.52 -1.27 0.427


53
Properties=species:S:1:pos:R:3:forces:R:3:nbo_charge:R:1 method="wB97M-V/def2-TZVPD" relative_energy_kcal_mol=15.8 total_charge=0 energy_ev=-43971.11399 orbital_gap_ev=8.8 homo_energy_ev=-8.2
C 5.12710 2.67251 0.56135 0.10 0.08 0.03 -0.366
C 3.88534 2.24562 0.67866 -0.22 -0.08 -0.07 -0.195
C 3.07997 1.70619 -0.46520 0.02 0.26 -0.13 -0.263
N 2.75114 0.29900 -0.24328 0.02 0.32 -0.11 -0.471
C 3.66047 -0.62664 -0.70837 -0.16 -0.20 0.02 0.803
O 4.63943 -0.32715 -1.35128 0.26 0.07 -0.11 -0.618
N 3.35203 -1.91931 -0.39594 0.25 -0.39 -0.08 -0.645
C 2.23706 -2.40872 0.28068 0.05 0.17 0.02 0.688
O 2.18662 -3.61041 0.46615 0.09 -0.28 -0.07 -0.629
C 1.28432 -1.39814 0.68971 -0.04 0.11 0.03 -0.455
C 0.05568 -1.74545 1.30011 0.03 0.16 0.09 0.455
C -0.42523 -3.14867 1.41102 0.03 -0.28 0.08 -0.712
N -0.72922 -0.79996 1.77153 0.26 0.26 -0.11 -0.533
C -2.05351 -0.95187 2.31319 -0.46 -0.03 0.26 -0.226
C -2.75881 0.40917 2.20698 0.09 -0.34 -0.06 -0.207
N -2.76859 0.80360 0.82428 -0.10 0.20 0.14 -0.470
C -2.33798 2.11844 0.42890 0.01 0.01 -0.13 -0.224
C -1.62621 1.96666 -0.93912 0.14 0.40 -0.04 -0.232
N -2.17425 0.81569 -1.63569 0.13 -0.06 -0.18 -0.438
C -1.43571 -0.30697 -1.86071 0.20 0.21 -0.12 0.323
S -2.09394 -1.82452 -1.80745 -0.31 -0.79 -0.04 -0.295
N -0.12736 -0.13333 -2.17050 -0.15 0.44 0.04 -0.607
C 0.66940 -1.22150 -2.68602 0.13 -0.28 -0.04 -0.415
C -3.59970 0.68132 -1.42822 -0.25 -0.13 -0.01 -0.232
C -3.89255 0.34629 0.04345 -0.02 -0.11 -0.04 -0.228
C 1.59695 -0.00889 0.45985 -0.13 -0.29 0.00 0.700
O 0.89074 0.94045 0.82393 0.01 0.22 0.14 -0.696
H 5.68261 3.04643 1.40436 0.06 0.07 0.19 0.199
H 5.63884 2.66090 -0.38637 0.07 -0.04 -0.24 0.198
H 3.37714 2.24154 1.63362 0.00 0.04 0.16 0.203
H 2.13670 2.25268 -0.54917 0.17 -0.11 -0.07 0.229
H 3.64685 1.76690 -1.39550 -0.11 0.02 0.11 0.235
H 4.01701 -2.62267 -0.69727 -0.12 0.16 0.05 0.431
H -0.89051 -3.31992 2.37864 -0.08 0.02 0.07 0.221
H 0.38177 -3.85541 1.25712 -0.11 0.07 0.04 0.290
H -1.17474 -3.30812 0.63315 -0.08 0.04 -0.04 0.261
H -0.40648 0.15911 1.58671 0.06 -0.30 0.01 0.450
H -2.00820 -1.27812 3.35935 -0.06 -0.03 -0.08 0.201
H -2.61013 -1.69712 1.73869 0.02 0.03 0.05 0.212
H -2.20195 1.14429 2.79297 -0.04 0.01 0.02 0.201
H -3.77240 0.33211 2.62875 0.12 0.04 0.05 0.190
H -1.62752 2.51415 1.15440 -0.02 0.03 0.00 0.217
H -3.18208 2.82535 0.34876 0.08 0.01 0.05 0.166
H -1.76053 2.86862 -1.54728 0.06 0.01 0.08 0.192
H -0.56509 1.80653 -0.75387 -0.07 0.02 -0.03 0.235
H 0.16529 0.79365 -2.44126 -0.08 -0.03 0.06 0.393
H 0.55290 -2.08922 -2.03725 0.09 0.05 -0.09 0.234
H 0.35354 -1.50842 -3.69417 0.02 -0.02 0.08 0.202
H 1.71368 -0.91892 -2.70891 0.05 0.07 -0.01 0.201
H -4.05489 1.63408 -1.71111 0.02 -0.01 0.03 0.196
H -3.97980 -0.10221 -2.08349 -0.03 0.16 0.07 0.251
H -3.98200 -0.73469 0.16266 -0.06 0.03 -0.03 0.217
H -4.84321 0.81509 0.35846 0.06 0.01 -0.02 0.165


17
Properties=species:S:1:pos:R:3:forces:R:3:nbo_charge:R:1 method="wB97M-V/def2-TZVPD" relative_energy_kcal_mol=120.8 total_charge=0 energy_ev=-26196.76015 orbital_gap_ev="9.0 / 6.3" homo_energy_ev="-9.2 / -6.5"
C 0.10996 0.81440 2.15422 -3.84 -0.89 1.10 -0.344
C -0.86170 -0.09611 1.75477 2.70 0.75 0.31 -0.732
C 1.73467 -0.92857 -0.58468 -1.71 -1.57 2.25 -0.405
C -1.10883 2.17033 -1.67499 -1.28 -3.81 1.07 -0.481
N 0.32268 -1.23369 -0.88337 0.21 -0.63 -1.55 -1.121
Si -0.95683 -1.10074 0.19548 -1.09 0.53 -0.43 1.399
Cl -1.83783 -2.98679 0.03522 -0.21 0.00 0.62 -0.411
H -0.00927 1.53434 3.00272 -0.28 -0.93 -0.70 0.199
H 0.97870 0.95996 1.64567 2.33 0.18 -1.53 0.176
H -1.74096 -0.17102 2.34599 -0.73 -0.04 0.49 0.231
H 2.06279 -0.21719 -1.29498 0.94 1.11 0.02 0.201
H 1.79750 -0.77290 0.57109 0.17 0.65 -2.29 0.204
H 2.23710 -1.86788 -0.67811 0.93 -0.44 -0.40 0.194
H -0.28473 2.72827 -1.33969 0.86 0.97 0.00 0.158
H -1.50133 1.41261 -0.89881 0.16 1.85 -0.66 0.153
H -1.06765 1.51476 -2.55086 0.24 1.07 -0.44 0.161
H 0.12576 -1.75980 -1.79967 0.58 1.19 2.13 0.418